Record 1
155
Properties=species:S:1:pos:R:3:forces:R:3 method="wB97M-V/def2-TZVPD" multiplicity=1 gap_ev=3.308 total_charge=+5 lumo_ev=-12.20
C 4.89897 1.01012 -1.62008 0.031 0.577 -0.690
C 3.95180 2.14951 -1.40606 -1.045 0.021 1.527
O 2.76139 2.16448 -1.33368 0.465 -0.221 -0.418
N 4.62454 3.43634 -1.01149 1.851 -0.143 -0.385
H 5.56745 3.39513 -1.40908 0.070 0.237 0.023
H 4.19636 4.26226 -1.43382 -0.403 -0.094 0.091
C 4.81296 3.66270 0.50788 -1.204 -0.470 -0.238
H 4.40826 0.12490 -2.01239 -0.213 0.120 0.089
H 5.43540 0.76667 -0.70228 0.029 0.154 0.053
H 5.61527 1.36280 -2.36744 0.262 -0.315 0.061
H 5.05467 2.71914 0.98980 0.567 0.063 -0.198
H 3.81927 3.90394 0.87105 0.235 0.491 0.177
H 5.54231 4.45777 0.61679 -0.069 -0.082 0.312
C -0.21983 0.74969 9.33988 0.241 -0.130 -0.377
C 0.92545 0.75532 8.32992 -1.570 1.479 1.721
O 1.65292 1.66258 8.17202 0.780 -0.644 -0.729
N 0.93586 -0.46254 7.43050 -0.305 -1.075 0.079
H 0.14247 -1.05580 7.66569 0.083 0.010 0.438
H 0.67697 -0.12049 6.48446 1.213 0.043 -0.503
C 2.22668 -1.27077 7.51434 -0.366 1.063 0.534
H -0.45978 1.74869 9.69800 0.360 0.154 -0.257
H 0.04807 0.18334 10.23406 -0.106 -0.338 -0.146
H -1.11727 0.36420 8.85006 -0.050 -0.281 0.275
H 2.22651 -2.11696 6.83669 0.051 0.421 -0.468
H 2.31914 -1.65736 8.52899 -0.151 0.151 0.074
H 2.99339 -0.51293 7.37183 0.367 -0.471 -0.433
C 1.40612 -6.45344 -0.41530 -0.656 0.337 0.323
C 2.17305 -5.35106 0.25060 1.026 -1.412 -1.888
O 3.30908 -5.43931 0.54051 -0.074 0.912 0.774
N 1.45330 -4.00445 0.41366 0.058 0.972 -0.118
H 1.14904 -3.58010 -0.46723 0.458 -0.467 -0.449
H 0.54834 -4.21416 0.83849 0.126 0.172 0.481
C 2.27689 -2.95015 1.17866 -0.659 -1.296 0.084
H 1.08509 -7.11767 0.39230 -0.290 -0.101 -0.169
H 2.04002 -7.04853 -1.06980 0.312 0.209 0.139
H 0.56016 -6.09121 -1.00040 -0.156 -0.099 0.193
H 3.28608 -2.88958 0.78126 -0.161 -0.122 -0.301
H 2.33476 -3.41135 2.15876 0.145 0.783 0.313
H 1.73030 -2.01429 1.10823 0.079 0.013 0.389
C -3.39483 -1.28555 6.74490 -0.197 -0.010 -0.018
C -2.47731 -1.35592 5.55991 0.729 0.709 0.915
O -1.29435 -1.51671 5.57727 -0.459 -0.269 -0.038
N -3.05484 -1.14153 4.16090 -0.642 -0.866 0.282
H -2.84238 -2.03974 3.71875 0.111 0.235 -0.530
H -4.07698 -1.11187 4.21278 -0.053 0.213 -0.089
C -2.48824 0.05937 3.43079 -0.212 -0.177 0.324
H -3.57811 -2.27834 7.16748 -0.197 -0.195 -0.439
H -4.34322 -0.79053 6.54184 -0.039 -0.121 -0.037
H -2.92141 -0.79076 7.59480 0.266 0.300 -0.333
H -2.79573 0.05910 2.38714 -0.140 -0.295 0.086
H -1.40148 -0.00018 3.50199 0.004 0.247 0.069
H -2.96160 0.89774 3.93799 0.414 0.256 -0.081
C -1.30882 -6.45275 6.54083 -1.158 0.025 -0.658
C 0.02465 -6.31824 5.86030 -0.476 -1.430 0.938
O 0.55300 -7.18930 5.27936 0.567 0.434 -0.569
N 0.79478 -4.98594 6.04602 -0.633 0.560 -0.217
H 0.21631 -4.48270 6.71766 0.249 0.324 0.024
H 1.68902 -5.15705 6.51396 0.185 -0.286 -0.339
C 0.92070 -4.17384 4.73222 -0.690 0.298 1.592
H -1.33444 -6.94553 7.51522 0.720 0.295 0.190
H -1.89136 -7.15842 5.94233 0.280 -0.084 -0.199
H -1.95463 -5.57249 6.56311 0.443 0.329 0.223
H 0.83899 -4.88842 3.92233 0.514 0.141 -0.126
H 1.75797 -3.48004 4.79761 0.502 -0.598 -0.401
H 0.08448 -3.47464 4.75298 -0.278 -0.318 -0.258
C 0.50847 5.01691 2.27515 0.243 -0.324 -0.006
N -0.59191 4.00738 2.55688 0.764 -0.823 -0.720
C -0.43063 2.83760 1.61966 1.412 0.366 -0.710
C -0.43154 3.45043 3.94454 -0.251 1.010 0.411
C -1.99102 4.53788 2.30320 -0.181 0.139 0.874
C -2.41216 5.72290 3.16889 0.689 1.388 0.497
O -1.48583 6.80507 2.98399 -0.259 -0.465 -0.258
H 0.30304 5.55180 1.35165 -0.363 0.196 0.239
H 1.44481 4.48398 2.10854 -0.032 -0.160 0.458
H 0.58071 5.66091 3.14454 0.101 0.227 -0.289
H -0.54437 3.16280 0.58519 -0.799 0.063 0.117
H -1.01067 1.96584 1.90552 -0.385 0.310 -0.048
H 0.61063 2.51395 1.59295 0.002 0.039 0.682
H -1.13277 2.62564 4.04130 0.041 0.006 0.176
H -0.64247 4.24870 4.65631 -0.334 -0.060 -0.056
H 0.58333 3.15569 4.20700 0.117 -0.216 -0.747
H -2.57526 3.63346 2.48077 -0.578 0.323 -0.121
H -2.07837 4.86865 1.27022 0.322 -0.335 -0.128
H -2.41431 5.56758 4.24848 0.005 -0.613 -0.032
H -3.40988 6.09995 2.94535 -0.188 -0.615 -0.350
H -1.89571 7.51969 2.48345 0.012 0.023 0.106
C -2.07730 4.20838 -7.64458 -0.158 0.311 1.201
C -2.27233 2.70679 -7.62384 -0.443 -0.952 -1.083
C -3.33032 2.13902 -6.64043 1.381 0.777 -0.680
C -3.69125 0.66869 -6.90523 0.014 0.150 0.161
P -2.61684 -0.67736 -6.40739 0.371 -0.624 -0.418
C -3.30160 -2.32453 -6.92527 -0.378 0.341 0.929
C -2.54831 -3.54639 -6.38252 0.970 -1.339 -0.759
C -3.43910 -4.79492 -6.18392 -0.791 1.038 0.318
C -4.15497 -5.29610 -7.45321 0.410 0.214 -0.101
C -0.93101 -0.63445 -7.14364 -0.769 0.725 0.386
C -0.86893 -1.02626 -8.64376 -0.038 -0.227 0.909
C 0.50097 -0.74837 -9.22545 0.547 -0.464 -0.419
C 0.74366 -1.53204 -10.53821 0.560 0.006 0.484
C -2.46511 -0.66552 -4.58282 0.871 0.798 0.934
C -1.03780 -0.20989 -4.09975 0.081 -2.187 0.185
C -0.90715 0.02951 -2.58983 0.387 0.052 0.190
C 0.57431 0.28656 -2.20459 -0.258 -0.108 -1.086
H -3.04904 4.70149 -7.69599 0.070 0.093 -0.522
H -1.38755 4.55437 -8.41000 -0.290 -0.130 -0.287
H -1.66370 4.59685 -6.70755 0.116 -0.262 0.119
H -1.32505 2.16440 -7.54721 0.078 0.190 0.364
H -2.62156 2.40217 -8.61794 -0.008 0.152 -0.127
H -4.26183 2.68016 -6.80297 0.041 0.176 0.242
H -2.92247 2.38748 -5.65728 -0.544 -0.463 0.400
H -3.81735 0.50895 -7.97985 -0.405 0.148 0.000
H -4.62856 0.50883 -6.36626 -0.146 -0.455 -0.328
H -3.41478 -2.42802 -8.00376 0.216 0.485 -0.074
H -4.32736 -2.35095 -6.54212 -0.060 0.094 0.099
H -1.91740 -3.41494 -5.49697 -0.419 0.484 0.243
H -1.80628 -3.88707 -7.11369 0.072 0.445 -0.241
H -4.17204 -4.48493 -5.42922 -0.334 -0.180 -0.114
H -2.87627 -5.57405 -5.66955 0.194 -0.134 -0.393
H -3.46421 -5.73908 -8.17301 0.128 -0.405 0.330
H -4.61637 -4.52322 -8.07300 -0.186 0.332 0.504
H -4.94289 -5.99844 -7.19264 0.123 -0.155 -0.098
H -0.38072 -1.27628 -6.45231 0.308 -0.353 -0.501
H -0.52822 0.36536 -6.96858 -0.028 0.043 -0.109
H -1.64809 -0.53056 -9.22474 -0.162 -0.151 0.048
H -0.99256 -2.11139 -8.64938 -0.382 0.038 -0.385
H 1.19780 -1.08518 -8.45107 0.326 0.098 -0.215
H 0.67429 0.31338 -9.40448 -0.064 0.066 0.188
H 0.34130 -1.01918 -11.40889 -0.402 -0.235 0.052
H 0.39868 -2.56159 -10.43100 -0.451 0.116 -0.247
H 1.80321 -1.66995 -10.76090 0.106 0.378 0.218
H -2.69892 -1.67798 -4.24509 0.366 -0.069 0.010
H -3.11486 -0.04133 -3.96483 -0.789 0.243 -1.016
H -0.54036 0.55812 -4.68771 -0.423 0.301 -0.005
H -0.46416 -1.12846 -4.27181 0.549 0.290 -0.106
H -1.23699 -0.86341 -2.04542 -0.185 -0.029 -0.168
H -1.56858 0.83861 -2.26741 0.144 0.126 0.023
H 0.81405 0.28659 -1.14361 -0.269 0.136 0.087
H 0.94502 1.20304 -2.66169 -0.215 0.233 0.295
H 1.20564 -0.46493 -2.69393 -0.121 -0.257 0.205
C 4.02982 6.86366 2.49591 1.208 -1.071 1.576
F 2.70302 6.97923 2.62788 -0.247 0.105 -0.354
F 4.29007 6.39708 1.24072 -0.283 0.383 -0.007
F 4.60387 8.03446 2.66340 -0.302 -0.014 -0.404
S 4.72679 5.61817 3.78562 1.380 0.059 2.635
O 4.18566 5.99685 5.09192 -0.354 0.124 -1.810
O 4.26212 4.30898 3.33743 -1.160 -0.427 -1.230
O 6.17122 5.70745 3.72052 -0.720 0.547 -0.944
C 3.15250 0.94080 3.07721 -0.161 -0.479 0.779
F 4.10732 0.99861 3.97191 -0.306 0.263 0.529
F 2.63330 2.13740 2.83556 0.242 -0.105 -0.338
F 3.72786 0.41878 1.98749 -0.610 0.078 -0.720
S 1.73389 -0.15044 3.67574 0.725 -0.032 0.484
O 1.28384 0.48503 4.91834 -0.132 -0.081 -0.289
O 0.71062 -0.08842 2.63153 0.246 -0.390 -0.013
O 2.37365 -1.44953 3.89567 -0.719 0.326 -0.319

Record 2
142
Properties=species:S:1:pos:R:3:forces:R:3 method="wB97M-V/def2-TZVPD" multiplicity=2 gap_ev="8.024 / 9.337" lumo_ev="0.15 / 0.15"
C 1.48179 2.11595 0.57237 -0.153 0.128 0.172
C -0.04244 2.05022 0.69678 0.331 -0.176 0.568
C -0.34528 1.78777 2.17777 -0.044 0.043 -0.246
C -0.65978 0.92566 -0.12152 -0.024 -0.010 -0.217
C -0.60775 1.10435 -1.64274 -0.198 -0.011 -0.349
C -1.62831 0.11969 -2.26629 0.290 0.060 -0.099
P 1.02533 0.60116 -2.30338 -0.195 -0.670 0.370
O 1.81565 -0.20539 -1.37540 0.157 0.024 0.038
O 0.69020 -0.18262 -3.67701 -0.180 0.476 -0.062
O 1.84761 1.86955 -2.83931 0.184 0.011 -0.079
C -1.07542 2.52519 -2.02358 0.187 -0.009 0.192
C -0.67434 3.72931 -1.13338 0.108 0.350 -0.172
C -1.73069 4.81755 -1.35817 0.289 -0.135 -0.188
C 0.68426 4.37390 -1.49669 -0.262 0.187 0.172
N -0.69580 3.33177 0.30385 -0.392 -0.308 -0.250
O -1.78992 3.57832 0.91472 -0.035 0.116 0.134
H 1.84522 2.32328 -0.42669 0.078 -0.056 0.013
H 1.84609 2.88165 1.25800 0.102 0.124 -0.068
H 1.89945 1.16335 0.88361 0.007 -0.106 -0.045
H 0.30857 1.00012 2.54498 0.078 -0.029 0.031
H -0.16911 2.69153 2.75537 0.022 0.020 0.112
H -1.37494 1.47499 2.32686 -0.101 0.115 0.028
H -0.20829 -0.02340 0.15725 0.050 -0.100 0.043
H -1.71918 0.86112 0.13312 -0.054 0.081 0.105
H -1.26120 -0.90364 -2.22691 -0.121 -0.127 0.114
H -1.80820 0.36717 -3.31022 -0.016 -0.003 -0.083
H -2.56584 0.18174 -1.72050 -0.051 -0.023 0.086
H 1.32664 0.07662 -4.34897 0.154 -0.231 -0.228
H 1.39532 2.36593 -3.52648 -0.092 0.180 -0.069
H -0.81027 2.76523 -3.05626 -0.031 -0.002 -0.116
H -2.16519 2.48197 -2.00662 -0.078 -0.022 0.039
H -2.74238 4.43415 -1.29626 -0.110 0.040 0.177
H -1.57382 5.21862 -2.36070 -0.054 0.011 -0.081
H -1.58871 5.63228 -0.65540 -0.119 0.047 0.095
H 1.47453 4.12127 -0.80358 0.116 -0.071 -0.135
H 0.58082 5.45722 -1.46748 -0.024 0.069 0.070
H 0.97634 4.11926 -2.50935 0.125 0.019 -0.050
C 1.08907 -1.60821 6.12269 -0.076 0.128 0.056
C 1.96512 -0.52089 5.52314 0.041 -0.101 0.005
O 1.26069 0.65383 5.16146 0.005 0.012 -0.102
C 0.60478 1.33011 6.21662 -0.055 0.057 0.048
C 1.54161 1.83477 7.30162 0.059 -0.079 -0.011
H 0.23567 -1.81493 5.47655 0.030 -0.055 -0.037
H 1.66151 -2.52810 6.23757 0.001 -0.021 -0.011
H 0.71075 -1.33060 7.10823 0.026 -0.010 0.010
H 2.40882 -0.87735 4.59289 -0.010 0.018 -0.018
H 2.79410 -0.28012 6.19921 -0.017 0.007 0.014
H -0.17905 0.69866 6.65111 0.018 -0.011 0.018
H 0.10444 2.17437 5.74131 0.004 -0.006 -0.031
H 1.98676 1.01744 7.87104 -0.021 0.004 0.015
H 0.99389 2.46537 8.00255 -0.013 0.014 -0.004
H 2.35031 2.42050 6.86282 -0.015 0.029 -0.002
C -3.47780 -4.61823 -4.74105 0.061 0.049 0.049
C -2.97722 -4.03630 -6.05333 -0.051 -0.069 -0.013
O -2.63434 -2.66522 -5.97738 -0.026 0.035 -0.028
C -1.59041 -2.35009 -5.07427 0.081 0.094 0.068
C -0.26001 -2.99549 -5.41553 -0.033 -0.154 -0.050
H -4.28123 -4.00250 -4.33416 -0.028 -0.008 -0.015
H -3.85777 -5.62760 -4.90129 -0.010 -0.007 -0.013
H -2.68632 -4.67901 -3.99192 0.007 -0.029 -0.007
H -3.76633 -4.08865 -6.80361 -0.002 0.026 -0.005
H -2.13459 -4.62435 -6.43511 0.007 -0.006 0.026
H -1.88158 -2.59918 -4.04605 0.018 -0.014 0.001
H -1.48917 -1.26589 -5.11627 -0.048 -0.001 -0.024
H -0.28835 -4.07786 -5.27924 0.034 0.001 0.026
H 0.51872 -2.59906 -4.76400 -0.011 0.007 0.004
H 0.00524 -2.79703 -6.45544 0.012 0.049 0.005
C -5.68695 8.42905 -2.20240 0.071 0.065 -0.038
C -4.71659 8.05777 -1.09336 -0.087 -0.031 0.035
O -3.36419 8.00430 -1.50821 0.068 -0.080 -0.016
C -2.81903 9.21679 -1.99233 0.045 0.071 -0.025
C -2.80212 10.33852 -0.96719 -0.084 -0.032 0.037
H -5.53614 7.78607 -3.07043 -0.019 -0.027 0.008
H -6.71311 8.30978 -1.85400 -0.008 -0.015 0.011
H -5.56631 9.46470 -2.52390 -0.019 0.004 0.018
H -4.93786 7.05376 -0.73120 0.029 -0.011 0.001
H -4.83137 8.73622 -0.24031 -0.006 0.018 -0.017
H -3.33910 9.53806 -2.90248 -0.016 0.014 0.015
H -1.79725 8.96950 -2.28192 0.001 -0.029 0.004
H -3.80708 10.68716 -0.72500 0.006 0.018 -0.020
H -2.24263 11.18984 -1.35580 0.016 0.000 -0.010
H -2.32970 10.00187 -0.04367 0.031 0.005 -0.007
C -2.19735 -2.68049 2.57008 -0.046 -0.081 -0.047
C -2.73624 -1.64469 1.60005 0.106 -0.004 0.140
O -2.37589 -1.91036 0.25482 -0.020 0.121 -0.085
C -2.85457 -3.13032 -0.27743 -0.045 -0.054 -0.062
C -4.36970 -3.22929 -0.32892 -0.013 0.044 0.081
H -1.12718 -2.82505 2.41316 0.019 0.029 0.048
H -2.35722 -2.36219 3.60080 0.004 0.031 0.002
H -2.68945 -3.64644 2.44195 -0.023 0.015 0.036
H -2.29868 -0.67161 1.82419 0.006 0.002 -0.034
H -3.82231 -1.53721 1.70096 0.001 -0.046 -0.020
H -2.43326 -3.98104 0.26991 -0.004 -0.022 0.005
H -2.45268 -3.17341 -1.29012 0.046 0.015 -0.051
H -4.81024 -3.29209 0.66722 0.003 -0.025 -0.005
H -4.66541 -4.12383 -0.87828 0.008 -0.005 -0.016
H -4.79060 -2.35638 -0.83019 0.003 -0.011 -0.032
C 2.36927 -5.42315 3.07845 -0.091 -0.046 -0.033
C 1.79124 -5.16727 4.46080 0.095 -0.012 -0.041
O 0.45383 -4.70295 4.44422 -0.013 0.064 0.074
C -0.49101 -5.58506 3.86868 -0.107 -0.044 -0.095
C -0.62777 -6.91522 4.59002 0.150 0.009 0.047
H 2.23208 -4.54830 2.44117 0.026 0.024 0.008
H 3.43610 -5.63510 3.15430 0.016 0.011 0.011
H 1.89739 -6.27606 2.58780 0.025 -0.012 0.003
H 2.35886 -4.37749 4.95327 -0.020 0.020 0.009
H 1.88066 -6.06244 5.08716 -0.005 -0.014 -0.022
H -0.26473 -5.74749 2.80759 -0.004 -0.028 0.007
H -1.43779 -5.04763 3.91031 0.010 0.020 0.030
H 0.26491 -7.53352 4.48370 -0.017 -0.012 -0.025
H -1.46753 -7.47541 4.17842 -0.019 0.006 -0.007
H -0.80179 -6.75471 5.65491 -0.038 0.005 -0.003
C 3.33706 -6.72885 -1.67798 -0.039 0.084 0.035
C 1.96845 -7.19629 -2.14474 0.064 -0.048 -0.043
O 0.91537 -6.86315 -1.25909 -0.038 -0.043 0.024
C 0.71688 -5.47741 -1.04376 -0.012 0.105 0.031
C 0.34633 -4.70279 -2.29728 0.026 -0.048 -0.035
H 3.52374 -7.06093 -0.65581 0.011 -0.030 -0.004
H 4.11174 -7.14042 -2.32551 0.002 -0.020 -0.007
H 3.42989 -5.64216 -1.70238 0.010 -0.006 -0.024
H 1.95135 -8.28463 -2.20502 -0.021 -0.005 0.017
H 1.75860 -6.81793 -3.15217 0.012 0.022 0.006
H 1.59632 -5.02987 -0.56670 0.000 0.010 -0.025
H -0.09775 -5.41945 -0.32205 -0.036 -0.016 0.028
H 1.17202 -4.64737 -3.00776 0.017 0.018 0.017
H 0.07614 -3.67989 -2.03214 -0.006 0.037 0.014
H -0.50071 -5.17450 -2.80058 -0.020 0.012 0.025
C 5.02211 2.23240 -1.37634 0.078 0.087 -0.020
C 5.06575 2.49487 0.11863 -0.089 -0.065 -0.027
O 6.37560 2.53042 0.65973 0.009 -0.024 0.059
C 7.22103 3.53997 0.14515 0.066 0.044 -0.017
C 6.72006 4.95301 0.39675 -0.089 -0.026 -0.013
H 5.60524 1.34377 -1.62119 -0.024 -0.032 0.009
H 3.99362 2.07076 -1.69682 0.021 -0.024 0.024
H 5.42345 3.06991 -1.95118 -0.024 0.009 0.002
H 4.56246 1.68343 0.64419 0.031 -0.006 0.025
H 4.52429 3.41632 0.36488 0.002 0.014 -0.025
H 7.40132 3.38449 -0.92516 -0.020 0.017 -0.005
H 8.17549 3.39379 0.65144 -0.005 -0.020 0.016
H 5.81820 5.17542 -0.17563 0.017 0.009 -0.018
H 7.48255 5.67624 0.10563 0.019 -0.001 0.004
H 6.49162 5.09238 1.45412 0.028 0.008 0.011